DFT (ωB97M-V/def2-TZVPD) results for a structure of composition C31H41F8K2N6O6PS2 in a non-equilibrium geometry.

HOMO-LUMO gap (eV): 9.434

```
97
C31H41F8K2N6O6PS2 (ωB97M-V/def2-TZVPD)
K 1.486 2.745 -4.043
K 1.109 -0.683 -0.713
N 2.666 1.373 -1.786
S 3.240 2.429 -0.877
O 3.425 3.735 -1.457
O 4.066 1.972 0.253
F 1.863 2.693 -0.121
S 4.210 0.736 -2.283
O 4.625 -0.507 -1.649
O 5.275 1.599 -2.842
F 3.671 0.085 -3.702
P -1.996 0.700 -2.779
F -1.713 1.975 -1.802
F -1.615 1.648 -4.052
F -0.481 0.145 -2.811
F -2.429 -0.600 -3.693
F -2.333 -0.139 -1.473
F -3.568 1.235 -2.851
C 2.767 -4.996 1.673
C 2.856 -3.416 1.724
C 4.190 -2.763 1.408
O 1.942 -2.953 0.744
H 3.300 -5.366 0.797
H 1.709 -5.256 1.701
H 3.209 -5.386 2.590
H 2.590 -3.058 2.719
H 4.798 -2.891 2.303
H 4.100 -1.690 1.236
H 4.531 -3.236 0.487
H 1.064 -3.335 0.824
C -1.981 -5.137 0.238
C -1.261 -4.037 -0.549
C -2.205 -3.338 -1.503
O -0.749 -3.161 0.431
H -1.281 -5.678 0.874
H -2.342 -5.930 -0.418
H -2.776 -4.650 0.803
H -0.431 -4.432 -1.135
H -1.720 -2.752 -2.283
H -2.845 -2.692 -0.903
H -2.882 -4.070 -1.943
H -1.465 -2.634 0.792
N -2.676 -1.407 1.769
C -2.870 -0.085 1.546
C -3.801 0.691 2.281
C -4.504 -0.021 3.267
C -4.397 -1.357 3.471
C -3.450 -2.024 2.742
H -2.282 0.399 0.780
H -3.911 1.750 2.099
H -5.174 0.588 3.855
H -5.000 -1.839 4.226
H -3.410 -3.099 2.840
N 0.567 5.235 -2.894
C 0.361 6.482 -3.383
C -0.344 7.496 -2.733
C -0.947 7.225 -1.541
C -0.792 5.963 -0.993
C -0.018 4.999 -1.678
H 0.812 6.732 -4.332
H -0.529 8.478 -3.141
H -1.567 7.941 -1.023
H -1.345 5.769 -0.086
H 0.198 4.029 -1.257
N 1.953 -2.614 -2.695
C 2.583 -3.789 -2.560
C 2.392 -4.828 -3.468
C 1.668 -4.632 -4.634
C 1.114 -3.378 -4.897
C 1.318 -2.405 -3.890
H 3.034 -3.983 -1.597
H 2.788 -5.812 -3.268
H 1.519 -5.485 -5.280
H 0.473 -3.314 -5.764
H 0.847 -1.438 -3.980
N 1.430 -0.369 2.157
C 0.351 -0.713 2.886
C 0.105 -0.121 4.130
C 0.830 0.919 4.620
C 2.028 1.224 3.944
C 2.274 0.572 2.702
H -0.217 -1.532 2.470
H -0.652 -0.530 4.782
H 0.595 1.375 5.570
H 2.823 1.891 4.244
H 3.181 0.835 2.179
N -3.565 4.847 1.580
C -2.947 5.242 2.708
C -1.792 4.644 3.221
C -1.236 3.584 2.461
C -1.807 3.202 1.262
C -2.965 3.899 0.820
H -3.420 6.073 3.212
H -1.245 5.056 4.056
H -0.304 3.188 2.835
H -1.348 2.465 0.619
H -3.350 3.695 -0.168
```